[1]
12
Properties=species:S:1:pos:R:3:lowdin_charge:R:1 method="wB97M-V/def2-TZVPD" homo_energy_ev=-13.23 e_above_lowest_kj_mol=707.4 smiles="C1=C2[C@@H]1[C@@]21C[NH2+]1" max_force_ev_per_a=6.19 total_charge=+1
N 0.80842 1.10743 0.53713 0.094
C -1.01167 -0.16893 -0.99369 0.070
C -0.73471 -1.54045 -1.27753 0.020
C 0.36781 0.20663 1.63986 0.163
C 0.22043 -0.03162 -0.13872 -0.254
C 0.54855 -1.13396 -1.09584 0.111
H 0.93307 -0.47990 2.17087 0.106
H -1.58597 0.41038 -1.56495 0.084
H 1.84200 1.25868 0.41654 0.213
H 0.38315 2.03954 0.31304 0.216
H -0.56185 0.54293 1.87443 0.080
H -1.20924 -2.21074 -1.88113 0.097


[2]
12
Properties=species:S:1:pos:R:3:lowdin_charge:R:1 method="wB97M-V/def2-TZVPD" homo_energy_ev="-13.88 / -13.87" e_above_lowest_kj_mol=689.3 max_force_ev_per_a=4.03 total_charge=+1
N 0.07642 -1.51711 0.16877 0.025
C 0.97782 -0.27684 0.08129 -0.065
C 0.74854 1.04628 -0.04908 0.115
C -1.35187 -1.37959 -0.08907 0.085
C -2.68805 0.80503 -0.12711 0.285
C -1.92687 -0.15956 0.02344 -0.127
H 0.11379 -1.97560 1.14043 0.223
H 1.57544 1.67550 -0.06671 0.065
H -3.09377 1.68393 -0.42073 0.048
H -0.11966 1.68288 -0.04350 0.065
H 1.91938 -0.62082 0.14582 0.072
H 0.56300 -2.22622 -0.46884 0.209


[3]
12
Properties=species:S:1:pos:R:3:lowdin_charge:R:1 method="wB97M-V/def2-TZVPD" homo_energy_ev=-14.75 e_above_lowest_kj_mol=425.7 smiles="C=[N+]=CC1C=C1" max_force_ev_per_a=3.64 total_charge=+1
N 1.52988 -0.05240 -0.07723 0.083
C -0.89145 -0.30303 0.44621 -0.164
C -2.38204 -0.50274 -0.00933 0.060
C -1.98252 0.70116 -0.03694 0.026
C 2.72867 0.09678 0.11306 0.155
C 0.31437 -0.27832 -0.39012 0.020
H -3.08882 -1.27374 -0.17760 0.113
H -2.07319 1.75823 -0.28748 0.132
H 3.04305 0.96671 0.51173 0.087
H 0.31046 -0.06920 -1.52501 0.201
H 3.37885 -0.76101 -0.12819 0.144
H -0.88728 -0.28242 1.56089 0.142


[4]
12
Properties=species:S:1:pos:R:3:lowdin_charge:R:1 method="wB97M-V/def2-TZVPD" homo_energy_ev="-14.85 / -14.63" e_above_lowest_kj_mol=759.9 smiles="CC1=[NH+]C#CC1" max_force_ev_per_a=10.88 total_charge=+1
N -0.12179 -1.32211 0.36057 0.118
C -2.18551 -0.36790 0.23113 0.089
C 1.46974 0.43500 -0.24437 -0.032
C -1.28062 0.69051 0.04658 -0.034
C -1.43558 -1.37448 0.27536 0.017
C 0.37396 -0.03761 0.30982 -0.085
H -1.56210 1.49887 0.75956 0.141
H 2.28227 -0.28536 -0.54015 0.146
H 1.98299 1.14721 0.47131 0.162
H 0.30559 -2.31833 0.42166 0.240
H -1.02189 1.00419 -0.93817 0.116
H 1.19292 0.93001 -1.15330 0.123


[5]
12
Properties=species:S:1:pos:R:3:lowdin_charge:R:1 method="wB97M-V/def2-TZVPD" homo_energy_ev=-14.38 e_above_lowest_kj_mol=514.6 smiles="C#[N+]C1(C)C=C1" max_force_ev_per_a=5.35 total_charge=+1
N 1.14226 -0.08252 -0.45274 0.149
C -1.15173 -0.64524 -0.81173 0.013
C -0.10265 0.29279 1.52710 -0.028
C -0.31436 1.48971 1.02759 0.243
C 2.22819 -0.46560 -0.62574 0.362
C -0.04937 -0.04582 0.12657 -0.368
H 3.13234 -0.54632 -1.11299 0.112
H -0.54551 2.51670 0.98508 0.100
H -0.14720 -0.02382 2.56516 0.129
H -0.65693 -1.10403 -1.76487 0.121
H -1.86514 0.12906 -1.06989 0.081
H -1.66991 -1.51490 -0.39354 0.087


[6]
12
Properties=species:S:1:pos:R:3:lowdin_charge:R:1 method="wB97M-V/def2-TZVPD" homo_energy_ev="-15.00 / -15.00" e_above_lowest_kj_mol=381.9 max_force_ev_per_a=5.33 total_charge=+1
N 1.49948 0.63111 -0.99447 0.081
C 1.52677 0.04922 0.11894 -0.049
C -0.65159 0.03133 -0.60287 0.163
C 0.12134 -0.32006 0.52381 -0.140
C 0.21274 0.53822 -1.65050 -0.118
C -0.40172 -0.43818 1.79902 0.336
H -1.65755 0.05630 -0.69018 0.117
H 0.44135 -0.33119 -2.27948 0.188
H 2.41187 0.01316 0.62345 0.109
H -1.39234 -0.45231 1.84345 0.066
H 0.18633 -0.50600 2.60655 0.079
H -0.10134 1.55176 -1.88545 0.167


[7]
12
Properties=species:S:1:pos:R:3:lowdin_charge:R:1 method="wB97M-V/def2-TZVPD" homo_energy_ev=-15.17 e_above_lowest_kj_mol=479.8 smiles=C#C[C@H]1[C@@H]2C[N@H+]12 max_force_ev_per_a=3.16 total_charge=+1
N -0.86548 -0.08128 0.49836 0.102
C -0.43090 0.62030 -0.67392 -0.078
C 1.81752 -2.00208 -0.48658 0.180
C -1.34123 1.33094 0.28568 0.099
C 1.41341 -0.91921 -0.21231 -0.070
C 0.59156 0.15860 0.26606 -0.176
H -0.82833 2.07635 0.89107 0.137
H 1.16206 0.86921 1.01604 0.215
H -1.42323 -0.93417 0.48047 0.212
H -0.38775 0.17088 -1.64769 0.171
H -2.38940 1.36572 0.21807 0.124
H 2.68176 -2.65526 -0.63524 0.084


[8]
12
Properties=species:S:1:pos:R:3:lowdin_charge:R:1 method="wB97M-V/def2-TZVPD" homo_energy_ev=-15.28 e_above_lowest_kj_mol=637.5 smiles="C=C1C[N+]12C=C2" max_force_ev_per_a=6.17 total_charge=+1
N 0.38118 0.10861 -0.24446 -0.153
C 0.55417 0.89527 1.02204 0.147
C 0.85809 0.20591 -1.59415 0.143
C 1.44568 -0.68023 -0.84188 0.163
C -1.98361 -0.53589 0.52430 0.138
C -0.82413 0.06399 0.48904 -0.092
H 2.11050 -1.45613 -0.59802 0.132
H -2.33448 -1.30525 -0.24745 0.127
H -2.71123 -0.45810 1.20790 0.037
H 0.59958 1.89364 1.04921 0.070
H 0.74996 0.82033 -2.54041 0.175
H 1.15430 0.44784 1.77388 0.113


[9]
12
Properties=species:S:1:pos:R:3:lowdin_charge:R:1 method="wB97M-V/def2-TZVPD" homo_energy_ev="-12.88 / -16.47" e_above_lowest_kj_mol=284.3 spin_multiplicity=3 max_force_ev_per_a=6.80 total_charge=+1
N 1.87415 -1.60259 0.76807 0.062
C -0.78984 0.15529 -0.79882 0.042
C -0.17852 0.30780 0.43918 -0.116
C -0.35026 1.24201 1.38560 0.181
C 2.57561 -2.52977 0.79112 0.016
C -1.24076 0.12854 -1.97323 0.135
H 3.22067 -3.46096 0.62503 0.119
H -1.41978 1.25186 -2.44190 0.175
H -1.04138 2.04429 1.02691 0.123
H -1.51984 -0.62060 -2.70460 0.102
H 0.42516 -0.62587 0.56301 0.047
H 0.10725 1.03858 2.36368 0.115


[10]
13
Properties=species:S:1:pos:R:3:lowdin_charge:R:1 method="wB97M-V/def2-TZVPD" homo_energy_ev=-9.67 e_above_lowest_kj_mol=218.9 max_force_ev_per_a=5.71 total_charge=0
N 1.44913 0.86198 0.10311 0.086
N 0.63307 -0.42274 -1.84904 0.189
C -0.36560 0.25233 1.41400 -0.021
C -0.72048 -0.36908 0.24782 -0.161
C 0.88865 1.03704 1.17319 -0.193
C 0.54754 -0.00029 -0.69271 -0.372
C -1.93937 -1.10124 -0.26858 -0.071
H -2.86261 -1.01136 0.41881 0.102
H -0.90580 0.31567 2.33262 0.087
H -2.19727 -0.93845 -1.36093 0.094
H 1.11038 1.96395 1.74046 0.125
H 1.62663 -0.13887 -1.87730 0.073
H -1.81112 -2.17813 -0.27444 0.062


[11]
13
Properties=species:S:1:pos:R:3:lowdin_charge:R:1 method="wB97M-V/def2-TZVPD" homo_energy_ev=-8.89 e_above_lowest_kj_mol=159.2 max_force_ev_per_a=0.51 total_charge=0
N -0.76741 -1.30992 0.83493 0.116
N 0.14602 -0.04951 -0.82170 -0.020
C 1.42772 0.09486 0.90424 -0.055
C 0.82306 1.09468 -0.11111 -0.095
C -1.20240 -0.22944 -1.13651 -0.092
C 0.30538 -0.74982 0.37070 -0.364
C -1.70724 -1.02739 -0.15362 -0.137
H -1.65056 0.06190 -2.07737 0.101
H 0.05742 1.70572 0.37849 0.126
H 1.49204 1.69617 -0.72436 0.108
H 2.43564 -0.23685 0.64399 0.107
H -2.71538 -1.40971 -0.06744 0.095
H 1.35571 0.35930 1.95976 0.110


[12]
13
Properties=species:S:1:pos:R:3:lowdin_charge:R:1 method="wB97M-V/def2-TZVPD" homo_energy_ev=-9.33 e_above_lowest_kj_mol=38.8 smiles=Nc1ccccn1 max_force_ev_per_a=3.45 total_charge=0
N -2.32874 -0.32748 0.02138 0.048
N -0.27165 -1.37110 -0.05751 0.102
C 1.02214 -1.36853 -0.07127 -0.168
C 1.13917 0.97588 -0.01905 -0.122
C 1.78616 -0.20088 0.02212 -0.100
C -0.91969 -0.20268 -0.08164 -0.382
C -0.24853 1.06482 -0.10849 -0.008
H 1.73298 1.90878 0.17014 0.122
H 1.49378 -2.35904 -0.05229 0.109
H -2.62506 0.02808 0.97406 0.106
H -2.87887 0.17869 -0.67097 0.073
H 2.90623 -0.30754 0.08482 0.122
H -0.80793 1.98100 -0.21130 0.099